{
  "formula": "C5H27N2O6",
  "method": "the ωB97M-V functional and the def2-TZVPD basis",
  "symbols": ["N", "C", "C", "N", "C", "C", "C", "H", "H", "H", "H", "H", "H", "H", "H", "H", "H", "H", "H", "H", "H", "H", "H", "H", "O", "H", "H", "O", "H", "H", "O", "H", "H", "O", "H", "H", "O", "H", "H", "O"],
  "xyz": [[0.508, -1.441, 0.081], [-0.494, -1.522, 1.196], [-1.917, -1.373, 0.701], [-2.082, -0.128, -0.030], [-1.845, 2.337, 0.260], [-2.346, 1.034, 0.854], [-3.820, 1.134, 1.220], [0.853, -2.373, -0.111], [0.007, -1.069, -0.731], [1.346, -0.872, 0.325], [-0.191, -0.826, 1.975], [-0.370, -2.511, 1.617], [-2.551, -1.537, 1.580], [-2.103, -2.154, -0.039], [-2.937, -0.194, -0.567], [-1.921, 3.114, 1.025], [-2.454, 2.721, -0.556], [-0.793, 2.186, 0.029], [-1.812, 0.859, 1.795], [-4.367, 1.249, 0.274], [-4.333, 0.331, 1.754], [-4.086, 2.017, 1.804], [3.786, -2.270, -1.442], [2.753, -1.291, -1.890], [2.959, -1.870, -1.147], [-1.084, -4.494, 0.279], [0.308, -5.178, 0.232], [-0.155, -4.371, 0.480], [0.875, -0.298, -4.367], [1.751, 0.020, -3.214], [1.120, -0.636, -3.499], [0.710, 3.139, -0.801], [1.168, 3.375, -2.261], [1.459, 3.083, -1.396], [2.283, 1.377, 0.419], [3.333, 0.394, 1.040], [2.527, 0.458, 0.521], [5.020, 2.677, 0.215], [4.170, 2.769, 1.416], [4.726, 2.133, 0.958]],
  "forces_ev_per_a": [[-0.50, 0.02, 0.53], [0.62, -0.42, 0.41], [0.51, 0.01, -0.29], [-0.48, 0.65, 0.52], [-0.11, 0.15, 0.81], [-0.14, -0.38, 0.99], [-1.10, 0.52, -0.59], [0.00, -0.38, -0.40], [0.42, 0.24, -0.17], [-0.24, 0.36, -0.32], [-0.24, 0.33, -0.17], [-0.06, -0.07, 0.20], [-0.30, 0.16, -0.19], [-0.11, -0.29, 0.23], [0.11, -0.27, -0.51], [0.16, -0.04, 0.06], [0.23, -0.37, -0.41], [-0.03, 0.21, -0.44], [0.28, 0.04, -0.17], [-0.12, 0.03, 0.07], [0.66, -0.45, -0.06], [0.42, 0.16, -0.04], [-0.04, -0.18, 0.26], [-0.19, -0.04, 0.06], [0.29, -0.13, -0.38], [-0.09, -0.32, -0.09], [-0.18, -0.06, -0.02], [0.34, 0.25, -0.04], [-0.20, -0.25, -0.14], [0.31, 0.48, 0.27], [-0.10, -0.05, -0.02], [-0.31, 0.24, -0.18], [-0.21, 0.12, -0.02], [0.53, -0.35, 0.24], [0.36, 0.34, -0.02], [0.24, 0.44, -0.17], [-0.83, -0.83, 0.03], [0.23, -0.37, -0.12], [-0.04, 0.00, 0.44], [-0.08, 0.52, -0.18]],
  "total_energy_ha": -767.4362,
  "total_charge": 1,
  "homo_lumo_gap_ev": 10.367,
  "relative_energy_kcal_mol": 21.1,
  "e_homo_ev": -12.7045
}

{
  "formula": "C29H52ClN6OS2",
  "method": "the ωB97M-V functional and the def2-TZVPD basis",
  "symbols": ["C", "C", "C", "C", "C", "C", "C", "C", "C", "C", "C", "C", "C", "C", "C", "C", "N", "C", "N", "C", "C", "C", "O", "N", "C", "Cl", "C", "C", "C", "S", "C", "S", "N", "C", "C", "N", "C", "C", "N", "H", "H", "H", "H", "H", "H", "H", "H", "H", "H", "H", "H", "H", "H", "H", "H", "H", "H", "H", "H", "H", "H", "H", "H", "H", "H", "H", "H", "H", "H", "H", "H", "H", "H", "H", "H", "H", "H", "H", "H", "H", "H", "H", "H", "H", "H", "H", "H", "H", "H", "H", "H"],
  "xyz": [[11.264, 2.759, 1.375], [11.546, 2.343, -0.073], [11.063, 0.934, -0.449], [9.761, 0.489, 0.233], [9.008, -0.564, -0.593], [8.211, -1.578, 0.241], [6.737, -1.174, 0.475], [5.729, -2.161, -0.118], [4.324, -2.037, 0.498], [3.211, -1.910, -0.547], [1.831, -1.804, 0.112], [1.221, -3.182, 0.451], [-0.247, -3.309, 0.049], [-1.138, -2.279, 0.759], [-2.618, -2.637, 0.608], [-3.496, -1.417, 0.813], [-4.974, -1.694, 0.747], [-5.569, -0.643, 1.452], [-6.039, -0.826, 2.644], [-6.703, 0.191, 3.458], [-5.971, 0.391, 4.786], [-5.014, 1.518, 4.849], [-6.406, 1.474, 5.494], [-5.678, 0.516, 0.744], [-5.844, 0.120, -0.676], [-4.656, 0.894, -1.704], [-7.316, 0.395, -1.040], [-7.664, 0.502, -2.523], [-7.360, 1.842, -3.238], [-7.068, 3.216, -2.079], [-6.193, 4.336, -3.170], [-6.916, 5.274, -4.239], [-4.787, 4.351, -2.966], [-3.885, 3.473, -3.504], [-2.689, 3.848, -3.017], [-2.819, 4.933, -2.196], [-4.074, 5.216, -2.192], [-5.583, -1.488, -0.580], [-4.767, -2.042, -1.617], [11.897, 3.605, 1.640], [10.236, 3.101, 1.484], [11.455, 1.949, 2.079], [11.080, 3.070, -0.741], [12.621, 2.405, -0.246], [11.845, 0.208, -0.219], [10.883, 0.908, -1.526], [9.983, 0.089, 1.224], [9.126, 1.367, 0.379], [8.334, -0.055, -1.285], [9.743, -1.106, -1.193], [8.198, -2.514, -0.320], [8.704, -1.740, 1.199], [6.557, -0.190, 0.035], [6.546, -1.092, 1.547], [5.655, -2.004, -1.197], [6.095, -3.177, 0.040], [4.278, -1.147, 1.130], [4.105, -2.911, 1.118], [3.409, -1.010, -1.132], [3.224, -2.792, -1.191], [1.146, -1.258, -0.540], [1.931, -1.242, 1.043], [1.267, -3.357, 1.529], [1.798, -3.966, -0.042], [-0.345, -3.154, -1.029], [-0.617, -4.304, 0.307], [-0.850, -2.244, 1.812], [-0.949, -1.301, 0.309], [-2.869, -3.438, 1.305], [-2.752, -3.034, -0.396], [-3.199, -0.634, 0.112], [-3.289, -1.028, 1.815], [-5.907, -1.760, 3.015], [-6.698, 1.138, 2.930], [-7.722, -0.131, 3.670], [-5.698, -0.517, 5.326], [-5.151, 2.250, 4.064], [-4.408, 1.744, 5.712], [-5.043, 1.279, 0.945], [-7.696, 1.243, -0.475], [-7.853, -0.474, -0.648], [-8.736, 0.335, -2.614], [-7.161, -0.304, -3.061], [-8.229, 2.117, -3.831], [-6.524, 1.738, -3.925], [-4.144, 2.668, -4.170], [-1.738, 3.387, -3.223], [-4.541, 6.029, -1.664], [-6.601, -1.886, -0.561], [-4.507, -2.985, -1.350], [-5.316, -2.144, -2.463]],
  "forces_ev_per_a": [[0.11, 0.21, -0.30], [-0.02, -0.08, 0.19], [-0.27, 0.17, 0.10], [-0.03, 0.19, -0.22], [0.31, -0.12, 0.42], [-0.52, 0.32, -0.61], [0.21, -0.14, 0.13], [-0.18, 0.00, 0.26], [-0.12, -0.03, -0.46], [0.00, 0.16, 0.59], [0.04, -0.44, 0.02], [-0.21, 0.23, 0.02], [-0.02, 0.29, 0.27], [0.12, -0.27, -0.28], [0.16, -0.10, -0.11], [0.47, -0.21, 0.23], [-0.54, 0.04, -0.07], [0.42, 0.04, 0.20], [0.22, 0.24, -0.05], [0.35, -0.14, 0.82], [0.98, -0.52, -0.61], [-2.75, 1.04, 1.06], [0.26, 0.07, -0.25], [-0.27, -0.34, -0.38], [0.03, -0.70, 0.29], [0.18, 0.18, 0.02], [0.07, -0.17, -0.22], [0.09, 0.29, 0.08], [-0.32, -0.14, -0.20], [0.04, 0.02, 0.16], [-0.11, 0.01, 0.01], [0.00, 0.03, -0.05], [-0.57, 0.12, -0.25], [-0.26, -0.60, -0.29], [0.87, -0.13, 0.09], [1.00, 0.00, 0.20], [-0.73, 0.44, 0.20], [-0.01, 0.71, -0.28], [-0.18, -0.12, 0.00], [0.03, -0.02, 0.10], [-0.07, -0.17, 0.15], [0.00, 0.00, 0.06], [0.01, 0.05, -0.01], [0.01, 0.00, -0.13], [-0.01, -0.09, -0.10], [0.22, -0.07, -0.07], [-0.02, 0.03, 0.06], [-0.09, -0.04, 0.10], [0.04, -0.08, -0.17], [0.00, -0.01, -0.04], [0.13, -0.16, 0.21], [0.11, -0.17, -0.04], [-0.05, 0.10, 0.15], [-0.04, 0.07, 0.02], [0.13, -0.08, -0.06], [0.05, -0.04, -0.10], [0.00, -0.05, 0.14], [0.07, 0.08, 0.20], [0.00, -0.10, -0.23], [0.06, 0.15, -0.28], [0.01, 0.05, -0.04], [-0.08, 0.27, -0.12], [0.20, -0.13, 0.01], [0.00, -0.08, 0.06], [-0.07, -0.20, -0.05], [0.05, -0.10, -0.17], [-0.09, 0.18, 0.06], [0.00, 0.12, 0.18], [-0.16, 0.05, 0.05], [-0.06, 0.01, -0.05], [-0.20, -0.01, -0.13], [-0.09, 0.00, 0.05], [-0.04, -0.02, 0.04], [-0.22, -0.04, -0.18], [-0.05, -0.01, -0.14], [-0.31, 0.00, 0.11], [0.87, 0.03, -0.18], [0.94, -0.50, -0.47], [-0.29, 0.23, 0.15], [0.17, 0.15, -0.07], [-0.16, 0.11, 0.07], [-0.01, -0.16, 0.05], [-0.07, -0.01, -0.13], [0.05, 0.00, -0.11], [0.19, 0.09, 0.18], [-0.19, 0.09, -0.06], [0.09, 0.09, 0.02], [-0.10, 0.04, 0.02], [0.12, -0.36, 0.26], [0.01, -0.04, -0.01], [0.11, 0.18, -0.11]],
  "total_energy_ha": -2796.1947,
  "total_charge": 1,
  "homo_lumo_gap_ev": 7.564,
  "e_homo_ev": -10.9867
}